Record 1
The following is a DFT calculation (wB97M-V/def2-TZVPD) of a cluster of 6 separate species, H12O6 in total.

Results
SMILES	O.O.O.O.O.O
E_HOMO	-0.423	Eh
HOMO-LUMO gap	11.93	eV
total charge	0
electronic energy	-12479.2432	eV
ΔE to the lowest compared entry with this formula, charge and spin	43.1	kcal/mol

Each line ends with the natural charge from an NBO analysis.
Atoms and positions in Å:
1 O 4.228 -2.926 -1.269  -0.935
2 H -0.007 4.979 -1.451  0.468
3 H -5.722 -0.360 2.246  0.468
4 H -1.262 5.078 -2.292  0.470
5 O -4.798 -0.165 2.092  -0.934
6 H 0.625 -0.226 -5.606  0.467
7 H 0.319 0.642 -0.694  0.470
8 H -4.346 -0.525 2.856  0.467
9 H 4.490 -3.054 -2.181  0.464
10 O 0.420 -0.795 7.014  -0.935
11 H 1.186 -1.601 -5.900  0.466
12 O -0.639 4.446 -1.934  -0.938
13 O 0.367 0.030 0.041  -0.940
14 H 0.327 -1.170 6.138  0.467
15 O 0.375 -1.093 -5.925  -0.933
16 H -0.084 0.478 0.756  0.470
17 H 3.421 -2.414 -1.320  0.471
18 H 1.100 -1.325 7.430  0.468

---

Record 2
The following is a DFT calculation (wB97M-V/def2-TZVPD) of a structure of composition C26H47O2PrSi2 in a non-equilibrium geometry.

Results
E_HOMO (spin up / spin down)	-0.252 / -0.252	Eh
multiplicity	3
HOMO-LUMO gap (spin up / spin down)	7.15 / 7.16	eV
total charge	0
electronic energy	-61641.8721	eV

Each line ends with the Löwdin spin population.
Atoms and positions in Å:
1 H 4.855 0.205 3.410  0.000
2 H 3.604 -1.773 -4.399  0.000
3 C 4.552 -2.066 -3.934  0.000
4 C -1.380 0.066 1.608  -0.009
5 H 0.213 2.674 1.087  0.000
6 H -0.555 -3.581 -0.057  0.000
7 O 3.561 -2.346 -1.748  0.000
8 C 3.554 -4.328 -3.337  0.000
9 C -0.537 -1.075 -2.316  -0.003
10 H 6.398 0.073 2.496  0.000
11 C 0.801 -2.835 -1.673  -0.005
12 H 3.241 1.509 -1.865  0.000
13 H -1.685 -0.978 1.347  0.000
14 C 4.787 -2.702 -1.061  0.000
15 H 5.126 -0.195 0.428  0.000
16 C -0.345 -2.838 -0.825  -0.003
17 Si -2.952 1.041 1.666  -0.001
18 H -4.934 1.411 3.101  0.000
19 H -2.144 -1.498 -0.837  0.000
20 C 5.490 -3.506 -2.109  0.000
21 C 0.701 2.287 0.202  -0.005
22 H 1.578 -3.605 -1.667  0.000
23 H 2.866 2.447 0.685  0.000
24 C 4.526 -0.306 1.350  0.000
25 C 3.840 -1.668 1.377  0.000
26 H 6.449 -3.070 -2.411  0.000
27 C 5.408 -0.366 2.640  0.000
28 H -4.422 -0.551 0.372  0.000
29 H 3.043 -1.716 2.146  0.000
30 H 2.613 -4.111 -3.829  0.000
31 H 5.218 -2.485 -4.690  0.000
32 H -3.741 0.714 -0.699  0.000
33 H 4.218 -4.816 -4.056  0.000
34 H -2.228 3.376 2.361  0.000
35 C -1.175 -1.747 -1.234  -0.007
36 C 4.256 -3.081 -2.868  0.000
37 C 2.093 2.129 -0.015  -0.003
38 H -4.257 -0.200 3.438  0.000
39 H 0.770 1.280 -2.994  0.000
40 H 1.401 -1.513 -3.395  0.000
41 H 3.818 0.514 1.334  0.000
42 H 5.555 -4.562 -1.832  0.000
43 C 1.149 -0.779 2.808  -0.001
44 C -0.093 1.901 3.838  0.000
45 C 5.495 -1.872 2.952  0.000
46 H -1.154 -1.685 4.721  0.000
47 H -2.271 -0.327 4.851  0.000
48 H 4.914 -2.100 3.869  0.000
49 H -3.771 3.342 1.477  0.000
50 H 5.021 -1.191 -3.481  0.000
51 H 4.593 -3.358 -0.214  0.000
52 C -2.756 2.913 1.512  0.000
53 H 1.529 -1.121 3.779  0.000
54 H -5.075 1.103 0.423  0.000
55 H -0.709 -0.271 5.671  0.000
56 C 0.696 -1.746 -2.594  -0.003
57 H 6.546 -2.138 3.031  0.000
58 H -1.071 1.875 -1.092  0.000
59 C 2.286 1.646 -1.356  -0.004
60 H 0.654 2.455 3.266  0.000
61 H -0.968 -0.244 -2.878  0.000
62 C -3.994 0.853 3.248  -0.001
63 O 4.914 -2.609 1.849  0.000
64 H -1.004 2.512 3.874  0.000
65 C 0.012 1.896 -0.982  -0.005
66 C -4.153 0.516 0.303  0.000
67 H 0.280 1.836 4.873  0.000
68 H 1.945 -0.144 2.388  0.000
69 C 0.991 1.532 -1.954  -0.003
70 H -2.236 3.197 0.584  0.000
71 Si -0.439 0.163 3.208  -0.001
72 Pr 0.932 -0.456 -0.306  2.052
73 H 0.981 -1.702 2.224  0.000
74 H -3.512 1.254 4.158  0.000
75 H 3.406 -5.038 -2.507  0.000
76 C -1.213 -0.592 4.748  0.000
77 H 3.422 -1.907 0.377  0.000
78 H 5.373 -1.803 -0.830  0.000

---

Record 3
The following is a DFT calculation (wB97M-V/def2-TZVPD) of an isolated molecule of C4H8OS2 in a non-equilibrium geometry.

Results
E_HOMO	-0.318	Eh
HOMO-LUMO gap	9.22	eV
total charge	0
electronic energy	-27993.2272	eV
ΔE to the lowest compared entry with this formula, charge and spin	57.0	kcal/mol

Each line ends with the natural charge from an NBO analysis.
Atoms and positions in Å:
1 C 0.617 -1.020 -0.206  -0.475
2 H -2.845 1.196 -1.306  0.128
3 H 1.543 -1.043 -0.892  0.229
4 H 1.201 1.504 -0.428  0.184
5 H 0.421 -2.090 0.087  0.230
6 H 1.316 1.869 1.434  0.202
7 S -2.649 1.231 0.004  -0.192
8 H 0.676 -0.265 1.941  0.216
9 C -0.570 -0.682 -1.078  -0.511
10 S -2.293 -0.787 -0.045  1.092
11 C 0.727 -0.059 0.926  -0.179
12 H -0.640 -1.302 -1.928  0.210
13 H -0.469 0.292 -1.426  0.200
14 O -1.926 -1.333 1.261  -0.940
15 C 1.146 1.200 0.604  -0.396

---

Record 4
The following is a DFT calculation (wB97M-V/def2-TZVPD) of an isolated molecule of C5H14O3S2Si in a non-equilibrium geometry.

Results
SMILES	CO[Si](OC)(OC)[C@@H](C)SS
E_HOMO	-0.323	Eh
HOMO-LUMO gap	9.49	eV
total charge	0
electronic energy	-41105.0252	eV
ΔE to the lowest compared entry with this formula, charge and spin	0.0	kcal/mol

Each line ends with the natural charge from an NBO analysis.
Atoms and positions in Å:
1 H -1.191 3.682 0.900  0.187
2 H -3.289 -0.980 2.116  0.181
3 O -1.545 -0.898 1.064  -0.924
4 H 1.593 -0.388 1.694  0.218
5 S 4.332 -0.097 0.181  -0.159
6 H 0.411 1.025 -2.480  0.179
7 C 1.480 -2.149 0.432  -0.650
8 H 0.206 -0.730 -2.631  0.180
9 O -0.952 1.677 0.886  -0.915
10 H 0.779 -2.675 1.074  0.220
11 H 1.266 -2.398 -0.604  0.206
12 H -1.008 0.363 -3.337  0.185
13 H -3.488 -0.661 0.376  0.174
14 H 2.492 -2.485 0.667  0.213
15 H 0.402 3.125 0.329  0.181
16 C 1.363 -0.669 0.668  -0.673
17 H -3.019 -2.283 0.928  0.181
18 Si -0.720 0.210 0.252  2.290
19 S 2.413 0.318 -0.428  0.057
20 H -1.022 2.966 -0.722  0.174
21 C -2.912 -1.213 1.117  -0.228
22 H 4.488 0.922 1.035  0.120
23 C -0.671 2.928 0.311  -0.238
24 C -0.322 0.217 -2.502  -0.229
25 O -1.086 0.194 -1.326  -0.932

---

Question: Among the records above, which one has the lowest electronic energy?
Answer: C26H47O2PrSi2